(1)
Below is C3H5I2NS as an isolated structure, with properties calculated with the ωB97M-V functional and the def2-TZVPD basis.

Calculated values
LUMO in eV: -0.71
E_HOMO in Eh: -0.3237
Gap between HOMO and LUMO in hartree: 0.298

The geometry in XYZ format:
```
12
C3H5I2NS, DFT the ωB97M-V functional and the def2-TZVPD basis
C 0.6226 -0.5629 -0.3216
C -1.2817 0.6863 -0.1686
C 0.9877 0.0761 1.0303
N -0.1618 0.4362 -1.0668
S -0.4426 1.1777 1.3674
I 1.1385 -1.2781 2.7520
I -0.4580 -0.3085 -3.0137
H 1.5168 -0.7106 -0.7746
H 0.0522 -1.5515 -0.3924
H -1.8262 1.4838 -0.6563
H -1.9288 -0.1290 0.0168
H 1.7813 0.6804 1.2275
```

(2)
Below is a 2-piece molecular cluster, C3H2Cl2F2 overall, with properties calculated with the ωB97M-V functional and the def2-TZVPD basis.

Calculated values
LUMO (spin up / spin down) in eV: -0.42 / -1.26
E_HOMO (spin up / spin down) in Eh: -0.3522 / -0.3324
Gap between HOMO and LUMO (spin up / spin down) in hartree: 0.337 / 0.286

The geometry in XYZ format:
```
9
C3H2Cl2F2, DFT the ωB97M-V functional and the def2-TZVPD basis
C -2.0627 0.2644 0.4840
C -3.1865 0.6023 0.0312
C 1.7925 1.4075 -0.0300
F -3.3157 1.6541 -0.8397
F 2.1618 1.5289 1.2595
Cl -4.7773 -0.1337 0.4265
Cl 0.1458 1.2207 -0.3538
H -1.4602 -0.1771 1.2197
H 2.4642 0.6606 -0.5412
```

(3)
Below is a 3-piece molecular cluster, C4H13NO2 overall, with properties calculated with the ωB97M-V functional and the def2-TZVPD basis.

Calculated values
LUMO in eV: 0.81
SMILES: C/C=C/NC.O.O
E_HOMO in Eh: -0.3153
Gap between HOMO and LUMO in hartree: 0.345

The geometry in XYZ format:
```
20
C4H13NO2, DFT the ωB97M-V functional and the def2-TZVPD basis
C 1.7416 2.2488 0.3512
C 0.4648 1.5132 0.5678
C -0.0391 0.6877 -0.3396
N -1.1594 -0.1585 -0.2323
C -2.0699 -0.1381 -1.3885
H 2.5807 1.7534 0.8199
H 2.0142 2.3386 -0.6972
H 1.7337 3.2541 0.7712
H 0.0442 1.5970 1.5655
H 0.4401 0.6894 -1.3104
H -1.6903 0.1314 0.5826
H -2.7239 0.7363 -1.3869
H -1.5160 -0.1774 -2.3141
H -2.6907 -1.0299 -1.3426
H 1.1493 -2.9736 -1.0794
H 0.2776 -1.7498 -0.5667
O 0.2753 -2.6972 -0.7624
H 0.9674 -1.6885 2.6537
H -0.0039 -2.0734 1.5904
O 0.2045 -2.2634 2.5178
```

Maximum force / eV/A: 4.9; 3.1; 0.7